# 1
ORCA calculation (ωB97M-V/def2-TZVPD) on C19H22N4O2S2 in the gas phase.

Calculated values
Max |F| (eV/A): 1.813
Structure (SMILES): COc1ccc(CCn2c(C)cc(C(=O)CSc3nnc(N)s3)c2C)cc1
E_LUMO (Eh): 0.0156
Total charge: 0
Energy relative to the best compared isomer or geometry (same formula, charge and spin) (kcal/mol): 72.94

Positions of all 49 atoms, in Å:
C  -7.5464  -1.2002  -0.6864
O  -6.6648  -1.1897  0.4093
C  -5.4479  -0.5965  0.2605
C  -4.6271  -0.5987  1.3896
C  -3.3781  -0.0195  1.3461
C  -2.9086  0.5807  0.1821
C  -1.5342  1.1819  0.1314
C  -0.4907  0.1025  -0.2099
N  0.8361  0.6519  -0.2683
C  1.4234  1.1848  -1.3936
C  0.7630  1.1736  -2.7269
C  2.6529  1.6600  -1.0466
C  2.8233  1.4338  0.3485
C  3.9773  1.7258  1.1685
O  3.9570  1.8660  2.3735
C  5.3075  1.9307  0.4422
S  5.6657  0.7476  -0.8912
C  5.0518  -0.7044  -0.1955
N  4.5815  -0.8252  0.9896
N  4.1298  -2.0415  1.2769
C  4.2451  -2.8848  0.3123
N  3.7945  -4.1614  0.3440
S  4.9804  -2.1943  -1.1487
C  1.6623  0.8130  0.7958
C  1.3572  0.2964  2.1514
C  -3.7257  0.5722  -0.9369
C  -4.9845  -0.0048  -0.9085
H  -8.4446  -1.7071  -0.3373
H  -7.8054  -0.1850  -1.0042
H  -7.1281  -1.7514  -1.5351
H  -4.9982  -1.0602  2.2909
H  -2.7587  -0.0254  2.2314
H  -1.2812  1.6260  1.0953
H  -1.4937  1.9688  -0.6238
H  -0.5209  -0.6821  0.5501
H  -0.7358  -0.3473  -1.1749
H  1.4106  1.6647  -3.4478
H  -0.1915  1.6992  -2.7055
H  0.5832  0.1533  -3.0691
H  3.3456  2.1432  -1.7063
H  6.1138  1.8814  1.1747
H  5.3163  2.9082  -0.0431
H  4.1998  -4.8103  -0.3094
H  3.5937  -4.5209  1.2637
H  2.2183  0.4706  2.7893
H  0.4942  0.8013  2.5848
H  1.1547  -0.7748  2.1210
H  -3.3825  1.0314  -1.8533
H  -5.5904  0.0167  -1.8006

Cartesian forces (eV/Å) of the 6 atoms listed first:
-0.13 0.00 -0.18
0.23 0.03 0.23
0.15 0.04 0.06
-0.20 -0.09 -0.08
-0.11 -0.01 -0.10
0.06 0.17 -0.10

---

# 2
ORCA calculation (ωB97M-V/def2-TZVPD) on C19H22N4O3 in the gas phase.

Calculated values
Max |F| (eV/A): 1.037
Structure (SMILES): Cc1cc(CN(C)C(=O)c2cc(COc3ccc(C)c(C)c3)on2)n[nH]1
E_LUMO (Eh): 0.0300
Total charge: 0
Energy relative to the best compared isomer or geometry (same formula, charge and spin) (kcal/mol): 64.59

Positions of all 48 atoms, in Å:
C  2.5042  -3.1236  6.4395
C  1.6392  -3.7369  5.4004
C  0.3944  -3.3940  4.9227
C  0.0910  -4.3624  3.9486
C  -1.1264  -4.4340  3.0879
N  -0.9183  -3.7140  1.8391
C  -0.0617  -4.3707  0.8840
C  -1.5092  -2.5156  1.6877
O  -2.1864  -1.9940  2.5624
C  -1.3418  -1.8033  0.3933
C  -1.5153  -0.4019  0.2400
C  -1.3654  -0.1994  -1.1006
C  -1.3949  1.0327  -1.9395
O  -0.1156  1.6270  -1.8660
C  0.1119  2.7716  -2.5820
C  1.4049  3.2825  -2.5101
C  1.7266  4.4331  -3.1982
C  0.7862  5.1051  -3.9688
C  1.1621  6.3529  -4.7087
C  -0.5104  4.5950  -4.0392
C  -1.5570  5.2894  -4.8565
C  -0.8363  3.4341  -3.3480
O  -1.1294  -1.3793  -1.6989
N  -1.1177  -2.3579  -0.7737
N  1.0835  -5.2311  3.8322
N  2.0064  -4.8441  4.7130
H  2.0213  -2.2388  6.8436
H  2.6846  -3.8259  7.2535
H  3.4676  -2.8358  6.0189
H  -0.2208  -2.5698  5.2170
H  -1.3577  -5.4763  2.8533
H  -1.9686  -3.9641  3.5997
H  0.4590  -3.6455  0.2648
H  -0.6434  -5.0232  0.2288
H  0.6640  -4.9684  1.4370
H  -1.7179  0.3067  1.0133
H  -1.6348  0.7560  -2.9753
H  -2.1617  1.7172  -1.5508
H  2.1356  2.7617  -1.9126
H  2.7340  4.8189  -3.1365
H  1.0011  6.2297  -5.7793
H  2.2084  6.5959  -4.5428
H  0.5550  7.1953  -4.3780
H  -1.2585  5.3314  -5.9035
H  -2.5104  4.7717  -4.7897
H  -1.6941  6.3137  -4.5118
H  -1.8465  3.0603  -3.4206
H  2.8591  -5.3718  4.8107

Cartesian forces (eV/Å) of the 6 atoms listed first:
0.06 -0.06 0.00
-0.16 0.08 -0.06
0.26 -0.10 0.08
0.31 -0.10 0.21
-0.09 0.01 0.13
-0.11 -0.01 0.16

---

# 3
ORCA calculation (ωB97M-V/def2-TZVPD) on C19H22N4O3S in the gas phase.

Calculated values
Max |F| (eV/A): 1.196
Structure (SMILES): CSc1ccccc1OCc1cc(C(=O)N[C@H](C)CCn2cccn2)no1
E_LUMO (Eh): 0.0280
Total charge: 0
Energy relative to the best compared isomer or geometry (same formula, charge and spin) (kcal/mol): 70.61

Positions of all 49 atoms, in Å:
C  1.0331  3.3332  0.6610
S  0.2650  2.6965  2.1816
C  1.5041  1.6003  2.7940
C  2.8563  1.7137  2.5029
C  3.7561  0.8016  3.0247
C  3.3220  -0.2209  3.8503
C  1.9751  -0.3393  4.1498
C  1.0647  0.5646  3.6269
O  -0.2850  0.4733  3.9158
C  -0.9591  -0.5880  3.2635
C  -0.9787  -0.3697  1.7847
C  0.0293  -0.3574  0.8591
C  -0.6145  0.0737  -0.3252
C  0.0201  0.3222  -1.6423
O  1.2230  0.4829  -1.7626
N  -0.8598  0.3665  -2.6551
C  -0.4596  0.4983  -4.0421
C  -1.6930  0.7976  -4.8816
C  0.3130  -0.7467  -4.5173
C  -0.4955  -2.0483  -4.5063
N  -0.9255  -2.4231  -3.1874
C  -0.1761  -2.9258  -2.1882
C  -1.0079  -3.0805  -1.1030
C  -2.2557  -2.6311  -1.5522
N  -2.1867  -2.2356  -2.8093
N  -1.8926  0.2740  -0.1038
O  -2.1217  0.0066  1.1936
H  1.8131  4.0505  0.8982
H  1.4201  2.5064  0.0718
H  0.2342  3.8300  0.1193
H  3.2112  2.5059  1.8638
H  4.8044  0.8954  2.7845
H  4.0279  -0.9268  4.2603
H  1.6209  -1.1315  4.7929
H  -1.9797  -0.5722  3.6503
H  -0.4841  -1.5522  3.4930
H  1.0622  -0.6056  0.9790
H  -1.8267  0.1553  -2.4539
H  0.2436  1.3405  -4.0964
H  -1.4304  0.8460  -5.9349
H  -2.1206  1.7524  -4.5870
H  -2.4457  0.0266  -4.7371
H  0.6666  -0.5690  -5.5337
H  1.1847  -0.8584  -3.8699
H  -1.3949  -1.9505  -5.1164
H  0.1234  -2.8520  -4.9183
H  0.8668  -3.1361  -2.3131
H  -0.7573  -3.4613  -0.1340
H  -3.1833  -2.5793  -1.0181

Cartesian forces (eV/Å) of the 6 atoms listed first:
-0.03 -0.20 0.53
-0.06 0.24 -0.17
-0.42 0.16 0.02
-0.05 -0.10 0.05
0.13 -0.03 -0.01
0.03 -0.04 -0.03

---

Table of HOMO-LUMO gap (eV), in record order: 8.103; 9.164; 8.787